Entry 1:
Computed, not measured: a cluster of 3 separate species, C12H33O7P2S2 in total, with ωB97M-V with the def2-TZVPD basis set.

As for the net charge: +1. Its total energy is -2482.4826 Ha. As for the molecular weight: 415.5 g mol⁻¹. Its HOMO energy is -12.794 eV. The LUMO energy is -3.273 eV. The maximum force is 0.059 Eh/bohr. Its spin multiplicity is 1. Its gap between HOMO and LUMO is 9.52 eV.

Each line ends with the Löwdin charge.
Element x y z (Å)
1 C -6.00 -2.21 3.98  -0.12
2 C -4.89 -3.32 3.84  -0.23
3 C -4.33 -3.26 2.37  -0.18
4 C -2.94 -2.60 2.22  -0.26
5 O -3.03 -1.11 2.29  -0.37
6 P -1.46 -0.57 2.11  0.81
7 P -1.31 1.21 0.88  0.74
8 C 0.53 1.43 0.50  -0.32
9 C -1.74 2.76 1.88  -0.30
10 H -6.67 -2.33 3.10  0.08
11 H -6.65 -2.34 4.88  0.07
12 H -5.57 -1.19 3.96  0.07
13 H -4.11 -3.21 4.62  0.11
14 H -5.40 -4.30 3.96  0.11
15 H -5.05 -2.83 1.65  0.12
16 H -4.20 -4.32 2.04  0.12
17 H -2.23 -2.91 3.01  0.12
18 H -2.56 -2.82 1.20  0.12
19 H -0.69 -1.59 1.45  0.02
20 H -0.86 -0.45 3.41  0.03
21 H 0.63 1.90 -0.50  0.02
22 H 1.03 2.04 1.30  0.05
23 H 1.05 0.45 0.48  0.04
24 H -1.02 2.88 2.71  0.04
25 H -2.79 2.67 2.21  0.04
26 H -1.64 3.61 1.18  0.05
27 O 2.58 3.17 -1.04  -0.31
28 S 3.60 4.04 -0.50  0.59
29 O 3.28 5.33 0.04  -0.27
30 O 4.76 4.21 -1.60  -0.26
31 C 4.40 4.64 -2.91  -0.26
32 C 4.13 6.14 -2.96  -0.07
33 C 4.55 3.14 0.69  -0.12
34 H 3.55 4.07 -3.29  0.11
35 H 5.25 4.41 -3.56  0.12
36 H 3.23 6.39 -2.40  0.07
37 H 3.99 6.47 -3.99  0.08
38 H 4.96 6.69 -2.52  0.09
39 H 4.83 2.18 0.27  0.08
40 H 3.93 3.00 1.57  0.07
41 H 5.43 3.73 0.95  0.08
42 O 0.71 -2.24 -0.66  -0.32
43 S 0.26 -2.08 -2.03  0.58
44 O -1.11 -2.31 -2.39  -0.27
45 O 1.21 -2.93 -3.00  -0.26
46 C 1.40 -4.33 -2.73  -0.25
47 C 0.20 -5.16 -3.16  -0.07
48 C 0.73 -0.48 -2.60  -0.11
49 H 1.62 -4.48 -1.67  0.11
50 H 2.28 -4.63 -3.30  0.13
51 H -0.67 -4.93 -2.55  0.07
52 H 0.42 -6.22 -3.07  0.09
53 H -0.06 -4.94 -4.20  0.09
54 H 1.78 -0.32 -2.36  0.08
55 H 0.11 0.25 -2.09  0.05
56 H 0.56 -0.43 -3.67  0.08

***

Entry 2:
Computed, not measured: a structure of composition C12H34ErN2OP2, with ωB97M-V with the def2-TZVPD basis set.

As for the net charge: +1. Its total energy is -2359.7315 Ha. As for the molecular weight: 451.6 g mol⁻¹. Its HOMO energy (alpha / beta) is -6.809 / -6.692 eV. The LUMO energy (alpha / beta) is -2.259 / -2.253 eV. The maximum force is 0.082 Eh/bohr. Its spin multiplicity is 4. Its expectation value of S² is 3.77. Its gap between HOMO and LUMO (alpha / beta) is 4.55 / 4.44 eV.

Each line ends with the Löwdin spin population.
Element x y z (Å)
1 Er -0.69 -0.18 -1.16  3.10
2 H 4.24 0.71 -1.19  0.00
3 H 4.32 -0.04 -1.18  0.00
4 P -0.05 2.37 -1.89  0.00
5 P 0.32 -2.53 -2.37  -0.04
6 C -1.08 -2.66 -1.22  -0.01
7 H -1.39 -3.70 -1.01  0.00
8 H -0.84 -2.25 -0.19  0.00
9 H -1.96 -2.12 -1.66  0.00
10 C -0.15 -3.06 -4.01  -0.01
11 H 0.61 -2.70 -4.73  0.00
12 H -0.21 -4.16 -4.05  0.00
13 H -1.14 -2.64 -4.29  0.00
14 C 1.74 -3.47 -1.82  0.00
15 H 1.89 -3.34 -0.74  0.00
16 H 1.62 -4.54 -2.04  0.00
17 H 2.63 -3.09 -2.35  0.00
18 C -0.51 2.80 -3.61  0.00
19 H -0.62 3.89 -3.73  0.00
20 H 0.27 2.44 -4.29  0.00
21 H -1.46 2.30 -3.85  0.00
22 C -1.03 3.58 -0.89  0.00
23 H -0.74 3.50 0.17  0.00
24 H -0.84 4.60 -1.24  0.00
25 H -2.11 3.36 -0.98  0.00
26 C 1.63 3.06 -1.72  0.00
27 H 2.31 2.54 -2.40  0.00
28 H 1.66 4.14 -1.95  0.00
29 H 1.98 2.91 -0.69  0.00
30 H 0.87 -1.15 -2.49  -0.03
31 H -2.06 0.10 -2.41  0.00
32 C -2.87 -0.13 2.13  0.00
33 N -1.61 -0.08 2.86  0.00
34 C -1.64 0.19 4.28  0.00
35 C -0.35 -0.27 4.92  0.00
36 C 0.83 0.30 4.18  0.00
37 N 0.72 -0.10 2.78  0.00
38 C 1.91 -0.15 1.94  0.00
39 C -0.47 -0.12 2.17  0.00
40 O -0.54 -0.19 0.87  0.00
41 H -2.99 0.74 1.47  0.00
42 H -3.69 -0.16 2.86  0.00
43 H -2.90 -1.05 1.52  0.00
44 H -1.82 1.26 4.46  0.00
45 H -2.48 -0.37 4.71  0.00
46 H -0.30 -1.37 4.87  0.00
47 H -0.31 0.03 5.97  0.00
48 H 1.79 -0.08 4.58  0.00
49 H 0.83 1.41 4.25  0.00
50 H 1.95 0.70 1.23  0.00
51 H 2.81 -0.14 2.57  0.00
52 H 1.92 -1.07 1.34  0.00

***

Entry 3:
Computed, not measured: a structure of composition C12H34FNO13P3V, with ωB97M-V with the def2-TZVPD basis set.

As for the net charge: +1. Its total energy is -3578.5126 Ha. As for the molecular weight: 563.3 g mol⁻¹. Its HOMO energy (alpha / beta) is -11.842 / -12.306 eV. The LUMO energy (alpha / beta) is -3.145 / -3.178 eV. The maximum force is 0.079 Eh/bohr. Its spin multiplicity is 4. Its expectation value of S² is 3.75. Its gap between HOMO and LUMO (alpha / beta) is 8.70 / 9.13 eV.

Each line ends with the Löwdin spin population.
Element x y z (Å)
1 V 21.36 21.65 -19.29  2.88
2 F 19.32 21.39 -19.67  0.02
3 C 21.37 22.97 -15.27  0.00
4 C 20.40 23.11 -16.41  0.00
5 O 20.73 22.91 -17.58  0.01
6 N 19.15 23.35 -16.06  0.00
7 C 18.10 23.32 -17.05  0.00
8 H 22.31 22.59 -15.67  0.00
9 H 21.03 22.28 -14.50  0.00
10 H 21.50 23.93 -14.76  0.00
11 H 18.93 23.68 -15.13  0.00
12 H 18.02 24.24 -17.63  0.00
13 H 17.19 23.28 -16.45  0.00
14 H 18.08 22.48 -17.75  0.00
15 C 21.31 26.83 -19.44  0.00
16 O 20.85 26.20 -20.63  0.00
17 P 20.22 24.70 -20.68  0.00
18 O 21.08 23.69 -20.07  0.03
19 O 18.77 24.83 -19.91  0.00
20 C 17.94 25.92 -20.28  0.00
21 O 19.80 24.55 -22.25  0.00
22 C 19.18 23.32 -22.64  0.00
23 H 20.82 27.77 -19.18  0.00
24 H 22.39 26.95 -19.41  0.00
25 H 21.02 26.13 -18.66  0.00
26 H 17.73 26.55 -19.41  0.00
27 H 17.02 25.67 -20.80  0.00
28 H 18.47 26.55 -20.99  0.00
29 H 18.23 23.34 -23.17  0.00
30 H 19.11 22.64 -21.79  0.00
31 H 19.72 22.86 -23.47  0.00
32 C 22.79 18.13 -14.90  0.00
33 O 22.56 19.19 -15.84  0.00
34 P 21.12 19.32 -16.55  0.01
35 O 21.14 20.29 -17.69  0.03
36 O 20.77 17.80 -16.96  0.00
37 C 19.73 17.57 -17.87  0.00
38 O 20.04 19.64 -15.39  0.00
39 C 18.74 20.05 -15.78  0.00
40 H 21.91 17.58 -14.56  0.00
41 H 23.22 18.49 -13.97  0.00
42 H 23.49 17.41 -15.33  0.00
43 H 19.58 18.38 -18.59  0.00
44 H 18.78 17.54 -17.34  0.00
45 H 19.78 16.60 -18.37  0.00
46 H 18.13 19.16 -15.72  0.00
47 H 18.72 20.30 -16.84  0.00
48 H 18.43 20.96 -15.26  0.00
49 C 16.63 19.43 -20.33  0.00
50 O 17.21 18.20 -19.95  0.00
51 P 16.36 16.79 -20.18  0.00
52 O 14.89 16.93 -20.14  0.00
53 O 17.04 16.30 -21.61  0.00
54 C 17.02 17.10 -22.78  0.00
55 O 17.04 15.76 -19.07  0.00
56 C 16.28 15.30 -17.91  0.00
57 H 16.98 19.85 -21.27  0.00
58 H 17.11 20.12 -19.63  0.00
59 H 15.55 19.55 -20.25  0.00
60 H 18.06 17.28 -23.03  0.00
61 H 16.44 18.01 -22.65  0.00
62 H 16.63 16.61 -23.68  0.00
63 H 16.38 14.22 -17.85  0.00
64 H 15.24 15.61 -18.06  0.00
65 H 16.78 15.68 -17.02  0.00

***

Entry 4:
Computed, not measured: a structure of composition C12H35B3BrO11PS5, with ωB97M-V with the def2-TZVPD basis set.

As for the net charge: 0. Its total energy is -6286.8719 Ha. As for the molecular weight: 659.1 g mol⁻¹. Its HOMO energy is -8.325 eV. The LUMO energy is 0.129 eV. The energy above the lowest of the compared OMol25 structures with the same formula, charge and spin is 0.00 kcal/mol. The maximum force is 0.029 Eh/bohr. Its spin multiplicity is 1. Its gap between HOMO and LUMO is 8.45 eV.

Each line ends with the Löwdin charge.
Element x y z (Å)
1 O 0.51 2.46 -1.47  0.04
2 C 0.60 2.95 -2.56  -0.77
3 Br 0.45 1.82 -4.16  0.71
4 C 0.82 4.41 -2.80  -0.04
5 B -0.56 5.11 -3.15  -0.56
6 O -0.67 6.48 -3.09  0.29
7 B -1.95 6.83 -2.73  -0.29
8 O -2.97 6.30 -3.51  0.24
9 B -2.89 4.93 -3.43  -0.59
10 P -4.53 3.86 -3.23  0.85
11 O -4.40 3.52 -1.63  -0.28
12 O -4.00 2.41 -3.81  -0.29
13 O -1.64 4.32 -3.45  0.23
14 H 1.45 4.54 -3.67  0.12
15 H 1.27 4.83 -1.92  0.13
16 H -2.19 7.45 -1.75  0.13
17 H -5.13 3.94 -1.17  0.05
18 H -3.53 2.56 -4.63  0.04
19 C 0.59 2.66 3.40  -0.27
20 S -1.09 2.94 2.82  0.82
21 O -1.96 2.99 4.02  -0.56
22 C -1.29 1.33 2.07  -0.26
23 H 0.91 3.55 3.94  0.05
24 H 0.61 1.80 4.06  0.06
25 H 1.25 2.50 2.54  0.05
26 H -1.14 0.55 2.82  0.06
27 H -0.57 1.21 1.26  0.03
28 H -2.30 1.26 1.67  0.06
29 C 0.77 -3.17 -0.83  -0.27
30 S 1.05 -2.06 0.55  0.80
31 O -0.28 -1.74 1.13  -0.55
32 C 1.54 -0.65 -0.44  -0.27
33 H 0.41 -4.12 -0.44  0.05
34 H 0.02 -2.74 -1.50  0.06
35 H 1.70 -3.34 -1.36  0.04
36 H 0.74 -0.37 -1.14  0.05
37 H 2.45 -0.89 -0.99  0.05
38 H 1.73 0.19 0.23  0.04
39 C 5.58 -5.38 -0.90  -0.26
40 S 4.33 -5.25 0.38  0.84
41 O 2.99 -5.27 -0.30  -0.57
42 C 4.68 -3.54 0.81  -0.27
43 H 5.51 -6.37 -1.35  0.03
44 H 5.39 -4.62 -1.67  0.07
45 H 6.56 -5.24 -0.45  0.06
46 H 4.56 -2.91 -0.07  0.05
47 H 5.69 -3.47 1.20  0.05
48 H 3.97 -3.23 1.58  0.04
49 C 2.42 -8.54 -4.48  -0.27
50 S 2.85 -7.13 -3.46  0.81
51 O 4.34 -7.11 -3.37  -0.56
52 C 2.24 -7.79 -1.92  -0.27
53 H 2.76 -8.35 -5.50  0.05
54 H 2.91 -9.44 -4.10  0.06
55 H 1.33 -8.67 -4.48  0.05
56 H 2.74 -8.74 -1.71  0.06
57 H 1.16 -7.94 -1.99  0.06
58 H 2.46 -7.05 -1.14  0.01
59 C -5.47 5.68 6.70  -0.28
60 S -4.73 4.97 5.22  0.79
61 O -5.83 4.78 4.23  -0.56
62 C -4.40 3.36 5.94  -0.28
63 H -5.80 6.69 6.45  0.04
64 H -6.33 5.08 7.00  0.05
65 H -4.73 5.72 7.49  0.05
66 H -5.33 2.93 6.30  0.06
67 H -3.68 3.48 6.76  0.06
68 H -3.96 2.74 5.17  0.02

***

The lowest maximum force belongs to which entry? C12H35B3BrO11PS5